Entry 1:
{"formula": "C11H18FNO", "method": "ωB97M-V with the def2-TZVPD basis set", "homo_lumo_gap_ha": 0.290, "relative_energy_kcal_mol": 0.0, "total_energy_ev": -17951.7766, "lumo_energy_ev": 0.19, "multiplicity": 1, "elements": ["C", "C", "C", "C", "C", "C", "O", "C", "C", "C", "C", "N", "C", "H", "H", "H", "H", "H", "H", "H", "H", "H", "H", "H", "H", "H", "H", "H", "H", "H", "H", "F"], "xyz": [[-2.8264, 0.8403, 0.4283], [-1.3315, 0.8538, 0.0761], [-0.7248, 2.2015, 0.5028], [-1.0929, 0.5855, -1.4129], [-1.7994, -0.6796, -1.9467], [0.3797, 0.5582, -1.8172], [1.0479, -0.6577, -1.4813], [1.4677, -0.8304, -0.2095], [1.1311, -2.0198, 0.4514], [1.5245, -2.2215, 1.7654], [2.2657, -1.2569, 2.3894], [2.5982, -0.1417, 1.7253], [2.2186, 0.1009, 0.4545], [-3.3756, 1.6004, -0.1281], [-2.9309, 1.0196, 1.4988], [-3.2596, -0.1401, 0.2403], [-0.8699, 0.0852, 0.7029], [0.3251, 2.0981, 0.7839], [-0.7998, 2.9428, -0.2932], [-1.2345, 2.5687, 1.3935], [-1.5153, 1.4467, -1.9440], [-2.6123, -0.4210, -2.6227], [-1.1062, -1.2990, -2.5154], [-2.1789, -1.3072, -1.1436], [0.9280, 1.4289, -1.4478], [0.4344, 0.6088, -2.9047], [0.5486, -2.7615, -0.0750], [1.2544, -3.1246, 2.2897], [2.6050, -1.3550, 3.4079], [3.1504, 0.5567, 2.1961], [2.5337, 1.0156, -0.0205], [3.2452, -2.2956, -0.3436]], "lowdin_charge": [-0.071, -0.398, -0.066, -0.318, -0.043, -0.149, -0.016, -0.308, 0.027, -0.041, -0.065, 0.090, -0.010, 0.088, 0.077, 0.066, 0.126, 0.057, 0.085, 0.075, 0.141, 0.080, 0.078, 0.071, 0.112, 0.136, 0.139, 0.116, 0.129, 0.167, 0.144, -0.517]}


Entry 2:
{"formula": "C11H18I2O7S", "method": "ωB97M-V with the def2-TZVPD basis set", "homo_lumo_gap_ha": 0.352, "relative_energy_kcal_mol": 50.0, "total_energy_ev": -53065.3731, "lumo_energy_ev": -0.26, "multiplicity": 1, "elements": ["C", "C", "I", "C", "I", "O", "S", "O", "O", "H", "H", "H", "H", "H", "H", "O", "C", "O", "C", "C", "C", "H", "H", "H", "H", "H", "H", "O", "C", "O", "C", "C", "C", "H", "H", "H", "H", "H", "H"], "xyz": [[4.4120, 1.7583, -0.8818], [3.6156, 0.7221, -1.8704], [3.0241, 1.7620, -3.7199], [2.3377, 0.0053, -1.1114], [2.5380, -2.2019, -1.4105], [1.0914, 0.3756, -1.7409], [0.1428, 1.5099, -0.9492], [0.6660, 1.9662, 0.4299], [0.2845, 2.9521, -1.9156], [4.5226, 2.8477, -1.3055], [5.5066, 1.3587, -0.6464], [3.8927, 1.8436, 0.1895], [4.4154, -0.1056, -2.1871], [2.4410, 0.1468, 0.0382], [1.2182, 3.3216, -1.7335], [2.2239, -6.6716, 0.2275], [1.2302, -6.1248, 0.6769], [1.1906, -4.8275, 1.1007], [-0.0927, -4.5575, 1.6629], [-1.0126, -5.5920, 1.0692], [-0.1013, -6.7795, 0.8882], [-0.0213, -4.6410, 2.7525], [-0.4017, -3.5404, 1.4049], [-1.8852, -5.8013, 1.6938], [-1.3711, -5.2515, 0.0901], [-0.0563, -7.3989, 1.7882], [-0.3889, -7.3772, 0.0202], [-4.4969, 5.0859, -1.7008], [-4.0413, 4.6974, -0.6380], [-4.7776, 4.5280, 0.4993], [-3.9071, 4.1708, 1.5719], [-2.6779, 3.6010, 0.9136], [-2.6000, 4.3826, -0.3734], [-3.6865, 5.0698, 2.1569], [-4.3999, 3.4390, 2.2186], [-1.7802, 3.6854, 1.5318], [-2.8356, 2.5390, 0.6893], [-2.0470, 5.3178, -0.2488], [-2.1725, 3.7841, -1.1811]], "lowdin_charge": [-0.186, -0.750, 0.848, -0.775, 0.819, -0.543, 0.990, -0.460, -0.361, 0.063, 0.094, 0.092, 0.063, 0.095, 0.059, 0.101, -0.462, -0.011, -0.173, -0.170, -0.088, 0.130, 0.126, 0.121, 0.124, 0.137, 0.132, 0.103, -0.457, 0.028, -0.172, -0.176, -0.089, 0.129, 0.128, 0.120, 0.121, 0.141, 0.110]}


Entry 3:
{"formula": "C11H18IN2", "method": "ωB97M-V with the def2-TZVPD basis set", "s_squared": 2.0060, "total_charge": 1, "homo_lumo_gap_ha": [0.228, 0.206], "total_energy_ev": -22767.8646, "lumo_energy_ev": [-2.79, -7.12], "multiplicity": 3, "elements": ["C", "C", "C", "C", "C", "C", "C", "C", "C", "C", "C", "N", "N", "I", "H", "H", "H", "H", "H", "H", "H", "H", "H", "H", "H", "H", "H", "H", "H", "H", "H", "H"], "xyz": [[-1.2257, -0.1569, 0.0443], [-2.0477, 1.0175, 0.5746], [-1.3990, 2.3147, 0.1120], [-0.0366, 2.3170, 0.7395], [1.0920, 1.0265, -1.2817], [-0.9752, -2.2631, -1.1202], [1.4418, -0.4186, -1.4472], [0.3498, -2.5392, -0.4693], [0.2574, -0.2446, 0.5684], [0.8057, 1.1517, 0.1981], [0.2573, -0.6692, 2.0131], [-1.6992, -1.0790, -0.6342], [1.0314, -1.1691, -0.2435], [2.8219, 1.2398, 1.1324], [-3.0283, 0.8547, 0.1628], [-2.0883, 1.0171, 1.6383], [-1.2534, 2.4657, -1.0444], [-1.9264, 3.2922, 0.4906], [0.7804, 3.0953, 0.4501], [0.0385, 2.1268, 1.8090], [1.8561, 1.8043, -1.6900], [0.1199, 1.2716, -1.8200], [-0.6285, -1.9199, -2.1510], [-1.7061, -3.0005, -1.1762], [0.8841, -0.9739, -2.3732], [2.5244, -0.5279, -1.5054], [0.2277, -3.0092, 0.5007], [1.0001, -3.0496, -1.1917], [0.8615, -1.5468, 2.1846], [-0.6609, -1.0985, 2.3610], [0.4196, 0.0502, 2.8324], [1.9059, -1.3792, 0.3365]], "lowdin_charge": [-0.234, -0.089, -0.177, -0.238, -0.206, -0.148, -0.135, -0.045, -0.458, -0.769, -0.028, 0.134, -0.071, 1.156, 0.122, 0.118, 0.147, 0.155, 0.127, 0.097, 0.152, 0.131, 0.126, 0.109, 0.179, 0.122, 0.133, 0.145, 0.086, 0.095, 0.101, 0.165]}


Entry 4:
{"formula": "C11H18LaNOP", "method": "ωB97M-V with the def2-TZVPD basis set", "total_charge": 1, "homo_lumo_gap_ha": 0.274, "relative_energy_kcal_mol": 0.0, "total_energy_ev": -25374.9952, "lumo_energy_ev": -3.85, "multiplicity": 1, "elements": ["La", "H", "H", "P", "C", "H", "H", "H", "C", "H", "H", "H", "C", "H", "H", "H", "C", "O", "H", "H", "N", "C", "C", "C", "C", "C", "C", "C", "H", "H", "H", "H", "H"], "xyz": [[-0.1573, -0.9308, -0.2409], [1.3734, -2.5228, 1.5593], [0.8095, -3.0381, 1.5300], [-2.5879, -2.4371, -0.4766], [-4.0534, -2.3022, 0.5534], [-4.8440, -2.9926, 0.2626], [-3.8020, -2.4830, 1.6026], [-4.4430, -1.2801, 0.4904], [-3.2467, -2.4486, -2.1756], [-2.4433, -2.6487, -2.8922], [-4.0375, -3.1857, -2.3239], [-3.6404, -1.4550, -2.4152], [-2.0788, -4.1739, -0.2618], [-1.7841, -4.3596, 0.7775], [-2.8572, -4.8888, -0.5290], [-1.1947, -4.3925, -0.8766], [-1.6540, -0.0912, 1.8431], [-2.0958, 0.3294, 2.8262], [0.0191, -1.5919, -2.0638], [-1.6603, 0.2845, -0.8327], [1.1266, 0.8068, 0.5139], [1.8975, 1.6966, 0.5007], [2.7833, 2.7540, 0.3784], [3.4878, 2.9549, -0.8344], [4.3300, 4.0544, -0.9496], [4.4562, 4.9149, 0.1359], [3.7780, 4.7356, 1.3544], [2.9316, 3.6269, 1.4646], [3.3455, 2.2345, -1.6568], [4.8709, 4.2123, -1.8953], [5.1262, 5.7934, 0.0474], [3.8774, 5.4061, 2.1996], [2.3675, 3.4181, 2.3843]], "lowdin_charge": [1.075, 0.043, 0.051, 0.591, -0.289, 0.055, 0.045, 0.052, -0.283, 0.036, 0.053, 0.048, -0.294, 0.037, 0.053, 0.042, -0.127, 0.095, -0.259, -0.176, -0.052, -0.076, -0.230, 0.003, -0.051, -0.042, -0.033, -0.006, 0.134, 0.128, 0.129, 0.117, 0.133]}


Entry 5:
{"formula": "C11H18N2", "method": "ωB97M-V with the def2-TZVPD basis set", "s_squared": 2.0200, "homo_lumo_gap_ha": [0.197, 0.276], "relative_energy_kcal_mol": 118.3, "total_energy_ev": -14668.9892, "lumo_energy_ev": [0.96, -1.88], "multiplicity": 3, "elements": ["C", "C", "C", "C", "C", "C", "C", "C", "C", "C", "C", "N", "N", "H", "H", "H", "H", "H", "H", "H", "H", "H", "H", "H", "H", "H", "H", "H", "H", "H", "H"], "xyz": [[3.8435, 1.5215, -0.0867], [2.9450, 0.7726, 0.1801], [-3.3625, 0.8867, 0.3639], [-2.7005, -0.1905, 0.5715], [-2.6763, 2.1876, -0.1835], [-0.0074, -0.5881, -2.6171], [2.3331, -1.2398, 1.5937], [1.0689, 0.9119, 1.4226], [-1.6526, -2.3009, 0.0979], [0.9663, -0.1821, -1.5483], [1.9001, -0.1582, 0.6229], [-1.9298, -1.1051, 0.8466], [1.1542, -0.7343, -0.4396], [4.3999, 2.2804, -0.5472], [-2.4914, 2.9370, 0.5971], [-1.8262, 1.8189, -0.6064], [-3.4046, 2.5868, -0.7972], [0.6260, -0.7682, -3.5749], [-0.6092, -1.4817, -2.2806], [-0.5783, 0.1983, -2.9202], [3.2529, -1.7499, 1.2507], [2.3334, -1.1008, 2.7148], [1.5369, -2.1598, 1.4634], [1.5712, 1.5535, 2.1778], [0.5620, 1.6973, 0.7822], [0.1645, 0.3735, 1.8548], [-1.0032, -2.7632, 0.8213], [-2.6019, -2.8785, -0.1174], [-1.1367, -2.1492, -0.8751], [-4.2050, 0.9918, 0.8928], [1.5279, 0.8327, -1.6597]], "lowdin_charge": [0.134, -0.138, -0.083, -0.154, -0.047, -0.055, -0.051, -0.057, -0.128, -0.204, -0.613, 0.021, 0.081, 0.018, 0.086, 0.018, 0.037, 0.113, 0.065, 0.026, 0.076, 0.093, 0.121, 0.093, 0.087, 0.084, 0.062, 0.093, 0.031, 0.049, 0.140]}


Entry 6:
{"formula": "C11H18N2O2S", "method": "ωB97M-V with the def2-TZVPD basis set", "homo_lumo_gap_ha": 0.356, "relative_energy_kcal_mol": 0.0, "total_energy_ev": -29609.9029, "smiles": "CCC[C@@H](C)[C@@]1(CC)C(=O)N=C(S)NC1=O", "lumo_energy_ev": -0.08, "multiplicity": 1, "elements": ["C", "C", "C", "C", "C", "C", "C", "C", "C", "O", "N", "C", "S", "N", "C", "O", "H", "H", "H", "H", "H", "H", "H", "H", "H", "H", "H", "H", "H", "H", "H", "H", "H", "H"], "xyz": [[-2.0570, -1.8736, -0.2942], [-2.2919, -0.6951, 0.6428], [-0.9590, -0.0675, 1.0926], [-0.4094, 0.9486, 0.0632], [-1.2563, 2.2683, 0.1566], [1.1560, 1.1192, 0.3012], [1.7386, 2.2734, -0.5797], [3.2443, 2.5653, -0.3217], [1.4592, 1.4370, 1.7778], [1.0372, 2.4459, 2.3059], [2.1740, 0.5690, 2.6394], [2.6398, -0.5568, 2.1865], [3.5078, -1.5154, 3.3649], [2.4737, -0.9654, 0.8876], [1.8612, -0.1714, -0.0517], [1.8884, -0.6709, -1.1910], [-3.0013, -2.3896, -0.5943], [-1.4264, -2.6328, 0.1897], [-1.5353, -1.5407, -1.2035], [-2.9219, 0.0183, 0.1134], [-2.7966, -1.0750, 1.5252], [-1.0878, 0.3693, 2.0656], [-0.2933, -0.9336, 1.2678], [-0.5654, 0.4854, -0.8969], [-0.9768, 3.0224, -0.6373], [-1.1387, 2.7809, 1.1341], [-2.3218, 2.1074, 0.0419], [1.6197, 2.0021, -1.6296], [1.2128, 3.1942, -0.3880], [3.8321, 1.6946, -0.6083], [3.4660, 2.8368, 0.7139], [3.5614, 3.3628, -0.9942], [3.3983, -0.5175, 4.2692], [2.7603, -1.9036, 0.6430]], "lowdin_charge": [-0.116, -0.251, -0.175, -0.242, -0.039, -0.243, -0.152, -0.067, -0.415, 0.098, 0.099, -0.717, 0.847, 0.132, -0.374, 0.078, 0.081, 0.072, 0.072, 0.097, 0.104, 0.112, 0.114, 0.126, 0.090, 0.086, 0.062, 0.124, 0.101, 0.072, 0.080, 0.075, -0.086, 0.156]}


> multiplicity of number 6 (C11H18N2O2S)?

1


> What is the formula in the second record?

C11H18I2O7S


> multiplicity of number 4 (C11H18LaNOP)?

1